{
  "formula": "C18H42CsN6O10S",
  "method": "ωB97M-V/def2-TZVPD",
  "symbols": ["Cs", "S", "O", "O", "O", "O", "C", "C", "O", "N", "C", "H", "H", "H", "H", "H", "H", "H", "C", "C", "O", "N", "C", "H", "H", "H", "H", "H", "H", "H", "C", "C", "O", "N", "C", "H", "H", "H", "H", "H", "H", "H", "C", "C", "O", "N", "C", "H", "H", "H", "H", "H", "H", "H", "C", "C", "O", "N", "C", "H", "H", "H", "H", "H", "H", "H", "C", "C", "O", "N", "C", "H", "H", "H", "H", "H", "H", "H"],
  "positions_angstrom": [[3.221, 3.622, -1.588], [1.415, 0.654, -0.736], [1.574, 1.059, -2.157], [0.099, 0.109, -0.522], [2.461, -0.235, -0.414], [1.542, 1.853, 0.113], [1.833, 2.127, 6.272], [1.823, 2.409, 4.852], [2.911, 2.624, 4.305], [0.631, 2.355, 4.353], [0.573, 2.456, 2.870], [2.744, 2.510, 6.730], [1.853, 1.057, 6.483], [0.932, 2.547, 6.721], [-0.176, 2.238, 4.949], [1.305, 3.055, 2.327], [-0.428, 2.837, 2.668], [0.547, 1.472, 2.402], [2.422, -2.373, 5.735], [2.241, -1.747, 4.349], [3.074, -1.003, 3.929], [1.225, -2.079, 3.538], [1.063, -1.563, 2.159], [1.523, -2.368, 6.351], [3.098, -1.882, 6.434], [2.777, -3.388, 5.560], [0.495, -2.704, 3.849], [0.944, -2.353, 1.419], [1.826, -0.889, 1.768], [0.170, -0.943, 2.080], [0.553, -3.034, -5.355], [1.230, -1.750, -4.734], [2.448, -1.687, -4.787], [0.600, -0.990, -3.900], [-0.819, -0.881, -3.846], [0.477, -3.728, -4.518], [1.171, -3.406, -6.173], [-0.430, -2.751, -5.732], [1.135, -0.311, -3.377], [-1.144, -1.291, -2.890], [-1.327, -1.192, -4.759], [-1.227, 0.122, -3.716], [1.339, -3.331, -1.619], [-0.055, -3.724, -1.187], [-0.485, -4.896, -1.174], [-0.824, -2.802, -0.592], [-2.214, -2.939, -0.131], [1.561, -3.471, -2.677], [2.020, -4.042, -1.152], [1.649, -2.346, -1.271], [-0.458, -1.864, -0.509], [-2.299, -3.272, 0.903], [-2.705, -3.707, -0.730], [-2.744, -1.989, -0.205], [-0.317, 2.593, -4.869], [-0.396, 3.544, -3.736], [-0.260, 4.710, -4.015], [-0.692, 3.049, -2.544], [-0.970, 3.814, -1.326], [0.631, 2.055, -4.846], [-0.337, 3.215, -5.764], [-1.124, 1.862, -4.930], [-0.112, 2.292, -2.212], [-2.044, 3.902, -1.160], [-0.591, 4.835, -1.363], [-0.464, 3.307, -0.505], [-2.953, 1.001, -1.522], [-3.519, 0.766, -0.105], [-4.706, 0.790, 0.036], [-2.667, 0.685, 0.879], [-3.042, 0.512, 2.283], [-1.871, 0.888, -1.441], [-3.192, 2.004, -1.875], [-3.401, 0.215, -2.130], [-1.759, 0.355, 0.583], [-2.122, 0.734, 2.823], [-3.414, -0.489, 2.500], [-3.850, 1.184, 2.573]],
  "forces_ev_per_a": [[-0.53, -0.72, 0.19], [0.66, 2.11, 0.03], [-0.38, 0.98, -1.27], [-2.77, -1.44, 0.13], [2.27, -2.75, 0.77], [0.05, 1.79, 0.11], [0.25, -0.31, 2.49], [3.79, -0.10, 1.24], [-1.31, 0.11, -0.67], [-0.87, 0.60, -3.62], [-2.38, -0.62, 0.09], [-0.23, 0.25, 0.02], [-0.17, -0.16, -0.24], [0.09, 0.01, 0.50], [0.22, -0.02, -0.50], [0.18, -0.07, 0.89], [-0.03, 0.37, -0.32], [0.51, -0.06, 0.12], [-0.89, -0.32, 0.26], [0.32, -0.02, 0.50], [1.96, 1.59, -0.22], [-1.40, -0.69, -0.61], [-0.37, 0.36, -0.05], [-0.53, -0.52, -0.40], [0.53, 0.39, -0.92], [-0.14, -0.13, 0.29], [0.22, 0.09, 0.07], [0.13, -0.25, 0.29], [0.51, -0.40, 0.66], [-0.34, -0.10, 0.24], [-0.10, 2.10, 0.19], [1.87, -3.31, -0.77], [1.16, 0.12, -0.84], [-2.22, 1.69, 0.15], [-1.16, 0.68, 1.01], [-0.16, -0.18, -0.26], [0.03, 0.03, 0.31], [-0.12, -0.54, -0.01], [0.40, 0.38, 0.37], [-0.60, -0.90, -0.35], [0.09, -0.70, 0.37], [0.81, 0.59, -0.15], [0.35, -0.29, 0.33], [-1.14, -2.17, 1.10], [0.86, 0.66, -0.93], [-0.50, 1.97, 0.29], [0.66, -0.77, -0.42], [-0.44, 0.27, -0.03], [-0.09, -0.13, 0.25], [-0.17, 0.17, -0.25], [0.25, 0.35, -0.19], [0.27, -0.04, 0.18], [-0.06, 0.13, -0.08], [0.17, 0.01, -0.22], [0.39, -0.75, -0.96], [-0.15, -0.18, -1.27], [-0.01, 2.23, 0.43], [-0.03, -0.37, 2.88], [0.15, 0.76, -0.40], [0.03, -0.22, 0.03], [0.07, -0.18, -0.02], [0.05, 0.07, 0.26], [0.04, -1.21, -0.98], [-0.02, -0.19, 0.14], [0.13, 0.12, -0.23], [-0.28, -0.09, 0.10], [0.56, -0.83, 1.38], [-0.27, 1.34, -2.93], [-2.86, -0.15, 0.78], [1.74, -0.69, 1.75], [0.22, 0.05, -0.70], [0.02, -0.04, -0.57], [-0.20, -0.22, 0.06], [0.10, 0.24, -0.32], [0.66, 0.35, 0.28], [-0.26, -0.15, 0.40], [0.21, -0.20, 0.01], [0.20, 0.23, -0.22]],
  "lowdin_charge": [1.019, 0.082, -0.503, -0.371, -0.326, -0.527, -0.024, -0.643, 0.036, 0.041, -0.042, 0.089, 0.082, 0.077, 0.138, 0.079, 0.074, 0.060, -0.013, -0.589, 0.064, 0.024, -0.046, 0.062, 0.072, 0.076, 0.127, 0.074, 0.071, 0.060, 0.012, -0.584, 0.005, 0.047, -0.074, 0.069, 0.072, 0.048, 0.093, 0.074, 0.086, 0.049, 0.021, -0.531, -0.024, 0.014, -0.046, 0.063, 0.088, 0.062, 0.068, 0.074, 0.079, 0.066, 0.001, -0.609, 0.040, 0.027, -0.058, 0.088, 0.082, 0.072, 0.073, 0.076, 0.074, 0.071, 0.002, -0.625, 0.041, 0.031, -0.050, 0.035, 0.074, 0.083, 0.091, 0.065, 0.078, 0.081],
  "e_lumo_ev": 1.3,
  "largest_force_ha_per_bohr": 0.0776,
  "energy_ev": -60150.9657,
  "charge": -1,
  "spin_multiplicity": 1
}